This record from the OMol25 dataset describes a cluster of 6 separate species, C44H100N6O5 in total. The level of theory is ωB97M-V/def2-TZVPD.

Each line ends with the Löwdin charge.
Positions of all 155 atoms, in Å:
O -1.58179 1.21739 -1.24223  -0.0305
O 1.93741 1.09864 -3.53698  -0.1929
O -4.16404 -1.37593 -2.31793  -0.0835
O -0.96620 -0.79984 -1.45688  -0.0456
O -0.46256 0.40349 0.26739  -0.0238
N 1.69918 -3.29149 -4.95230  -0.1430
N -1.58248 -2.23295 2.55980  -0.1398
N -2.51553 3.81939 3.12671  -0.1462
N -0.98964 0.25784 -0.78708  -0.6461
N 3.76299 2.17493 -1.01716  -0.2071
N -2.88696 0.01037 -3.81036  0.0333
C -4.18347 4.10858 1.33295  -0.1425
C 3.66856 0.63787 -0.80678  0.0441
C 0.94352 -1.79988 3.32575  -0.1828
C 2.55715 2.92727 -0.28843  -0.1235
C -3.87768 3.57965 5.42904  -0.2239
C -5.00305 -0.32747 2.76251  -0.0818
C -2.04334 -3.34120 3.58412  -0.0923
C 2.64481 3.09306 1.22864  -0.0437
C 1.05987 4.04285 6.30995  -0.0889
C 1.02977 3.88795 4.79156  -0.2823
C 2.32534 2.38499 -3.21672  -0.1790
C 5.17042 2.77988 -0.57433  -0.1257
C -0.53218 -3.87632 -3.76463  -0.2342
C 1.03112 -2.68653 -6.26782  -0.0613
C 3.72491 2.43664 -2.53207  -0.0559
C 2.09699 -4.72256 -5.29218  -0.0871
C -3.22955 2.96944 0.90696  -0.1372
C -0.22089 3.27910 4.32498  -0.2016
C -4.62095 -1.76426 -4.67518  -0.0620
C 3.78260 -2.58618 -3.46767  -0.1765
C -2.84041 -1.47266 2.10446  -0.1051
C -3.41694 2.95111 4.11837  -0.0958
C -2.02935 2.98927 1.89152  -0.0892
C 5.21328 -2.02814 -3.64015  -0.2333
C 0.78185 0.89867 -4.24185  -0.1035
C -1.00392 -3.00495 1.36173  -0.1102
C 1.95966 -0.81044 3.81298  -0.2551
C -3.52818 -0.49696 3.12589  -0.2119
C 5.87908 2.21592 0.67695  -0.0568
C 0.82450 -3.88257 -7.22380  -0.1399
C 0.80828 -3.15932 -3.63589  -0.0720
C -3.39572 4.93804 2.40006  -0.0294
C -3.50686 1.40280 -3.73485  -0.0135
C -3.90832 -1.09700 -3.48578  -0.5710
C -0.55783 -1.24295 3.27910  -0.0347
C -1.37286 -4.02147 -2.52248  -0.0844
C -0.68764 -4.36218 1.93139  -0.1336
C -4.49438 2.50518 6.28582  -0.0788
C 2.94490 -2.37550 -4.75078  -0.1174
C 6.07894 -2.08445 -2.33039  -0.0743
C -1.83932 -4.62440 2.90215  -0.1634
C -1.29489 4.38917 3.92598  -0.0630
C 2.26640 -0.91874 5.33986  -0.0685
C 1.63052 -5.09327 -6.70358  -0.1131
H -5.13381 1.78176 5.77996  0.0772
H 5.11803 3.86071 -0.44333  0.1349
H 6.93652 2.43591 0.53021  0.0958
H -5.08883 0.17425 1.79866  0.0768
H -1.32610 -3.47037 4.39465  0.1313
H 1.30066 -1.13455 5.79689  0.0688
H -2.90972 2.95155 -0.13491  0.1027
H -5.20580 3.82611 1.58427  0.1172
H 1.65349 -2.04022 -6.88672  0.1253
H -0.32745 -4.91008 -4.04307  0.1056
H 4.53280 0.12696 -1.23124  0.0789
H 2.85789 -0.10621 5.76181  0.0739
H -1.51019 4.93431 4.84498  0.1208
H -0.06049 1.31240 -3.68744  0.0825
H -3.56939 -2.13473 1.63718  0.1376
H -1.77254 1.97090 2.18317  0.0859
H -4.13518 1.62344 -4.59777  0.0957
H 0.31459 -4.35309 2.35981  0.1122
H 0.82116 -2.64663 4.00114  0.1060
H 0.21625 4.53194 6.79698  0.0778
H 1.21129 4.84332 4.29918  0.1120
H 3.64304 3.41500 1.52529  0.0639
H -5.65533 -1.42056 -4.67026  0.0636
H -0.61199 -5.11571 1.14745  0.1245
H -3.11926 4.18713 5.92287  0.1089
H -1.62437 -5.34511 3.69113  0.1336
H 6.29516 -3.09053 -1.97104  0.0835
H -4.11608 1.46269 -2.83298  0.0903
H 2.46289 -5.27555 -7.38332  0.1216
H -3.08580 0.45926 2.84655  0.0553
H -0.67434 -4.08695 -1.68829  0.0578
H 5.85448 2.61379 -1.40654  0.1196
H -2.65058 2.07280 -3.65748  0.0674
H -2.77645 -4.95761 2.45621  0.1317
H 1.57496 -5.33322 -4.55552  0.1181
H 2.49757 -1.38385 -4.68276  0.1021
H -4.25616 2.59530 3.52071  0.1241
H 2.50583 3.92022 -0.73511  0.1318
H 2.84899 -1.04651 3.22862  0.1002
H -4.19752 -1.54020 -5.65426  0.0559
H -2.79614 5.54255 1.71949  0.1299
H -0.23537 -4.13355 -7.26595  0.1135
H 0.99317 -5.97272 -6.61168  0.1226
H -5.55179 -1.22662 2.48231  0.0850
H 1.54390 2.86951 -2.63131  0.1219
H 4.45416 1.68467 -2.83348  0.1298
H 0.72599 -2.12337 -3.30705  0.1095
H -2.54275 -0.89777 1.22753  0.1171
H -1.94417 -3.15573 -2.18752  0.0583
H -2.11173 0.00251 -3.16302  0.0700
H 2.56105 2.08652 1.63847  0.0710
H 3.26078 -2.02417 -2.69310  0.0987
H 3.17529 -4.81324 -5.16125  0.1311
H 7.02864 -1.56147 -2.44289  0.0792
H -4.59415 4.34447 5.12933  0.1145
H -0.91752 -1.03091 4.28595  0.1251
H 0.10943 -2.15777 -6.02495  0.1174
H 2.73502 0.39612 -1.31490  0.0953
H 1.71112 0.19125 3.46234  0.0862
H -0.61802 -0.37402 2.62379  0.0914
H -2.42181 -0.09438 -4.70073  0.1340
H 1.29016 -2.23701 2.38935  0.1028
H -0.86563 5.15539 3.28043  0.1220
H -1.23523 -3.56698 -4.53802  0.1132
H -3.92347 5.50936 3.16373  0.1297
H -4.22618 4.68241 0.40721  0.1146
H 5.74643 -2.61928 -4.38474  0.1092
H -4.74964 -2.83989 -4.55451  0.0635
H -3.76659 1.92974 6.85791  0.0854
H 2.44712 2.95831 -4.13573  0.1408
H 0.78240 1.30987 -5.25131  0.1089
H 1.90964 4.67514 6.56724  0.0830
H 5.45643 -1.52762 -1.63002  0.0291
H 2.86798 -1.79946 5.56464  0.0790
H 1.04968 -3.61946 -8.25732  0.1202
H -0.28261 -2.41997 0.79112  0.1191
H -1.81054 -3.03076 0.62906  0.1251
H -1.13455 3.41247 1.43507  0.1282
H 5.24610 -1.03237 -4.08224  0.1042
H -3.85809 2.09461 1.07340  0.0951
H 3.79419 -3.64836 -3.22328  0.1183
H -5.51616 0.16468 3.58871  0.0750
H 4.26916 3.37470 -2.64128  0.1341
H 1.14836 3.08290 6.81863  0.0810
H 1.65512 2.37519 -0.55233  0.1104
H -0.68492 2.69529 5.11993  0.1077
H -0.07253 2.48595 3.59218  0.0914
H 0.62404 -0.17870 -4.29157  0.0653
H -3.36140 -0.74642 4.17377  0.1128
H 3.54756 -2.43667 -5.65696  0.1387
H 1.92069 3.31162 4.54214  0.1060
H 1.88511 3.78443 1.59327  0.0865
H 1.30441 -3.72121 -2.84455  0.1279
H -1.94216 -4.94995 -2.47855  0.0948
H 3.57580 0.41507 0.25616  0.0960
H 5.61379 2.72106 1.60569  0.0703
H -2.73560 2.12821 4.33449  0.1070
H -5.11855 2.99530 7.03301  0.0917
H 5.73639 1.15537 0.88425  0.0773
H -3.07562 -3.22229 3.91331  0.1416

Forces on atoms 1 to 6 (eV/Å):
-1.4 2.0 -1.7
2.2 -1.4 1.0
0.0 0.3 2.5
0.7 -0.6 0.3
2.6 -0.8 4.4
0.4 2.2 -0.4

LUMO (alpha / beta) = -0.2055 / -0.2056 hartree
Net charge = +3
Frontier orbital gap (alpha / beta) = 3.4 / 7.9 eV
Spin multiplicity = 2
Strongest force on any atom = 5.19 eV/A
HOMO level (alpha / beta) = -9.020 / -13.463 eV
ΔE to the lowest compared entry with this formula, charge and spin = 4.7 kcal/mol
Expectation value of S² = 0.75